1.
This record from the Open Molecules 2025 dataset describes a structure of composition C4H3ClN2O2 in a non-equilibrium geometry. The level of theory is ωB97M-V with the def2-TZVPD basis set.

ORCA input file:
```
! RIJCOSX wB97M-V def2-TZVPD def2/J DEFGRID3
* xyz 0 1
C 0.16 -0.08 -0.87
C -0.47 0.52 0.69
C -1.05 0.43 -1.19
C 0.06 0.31 2.00
N -1.46 0.97 0.12
N 1.07 -0.91 -1.48
O 1.74 -1.68 -0.86
O 1.19 -0.77 -2.68
Cl -1.97 0.39 -2.58
H 0.91 -0.36 1.87
H -0.66 -0.01 2.81
H 0.47 1.18 2.17
*
```

Calculated values
relative energy (zero: lowest compared OMol25 entry of this formula, charge and spin)	120.9	kcal per mole
electronic energy	-874.157971	Ha
orbital gap	8.8	eV
E_HOMO	-9.742	eV

What are the natural (NBO) partial charges on each atom? They are as follows, in elementary charge units: number 1, C, carries -0.095; number 2, C, carries 0.463; number 3, C, carries 0.141; number 4, C, carries -0.708; number 5, N, carries -0.453; number 6, N, carries 0.494; number 7, O, carries -0.374; number 8, O, carries -0.389; number 9, Cl, carries 0.144; number 10, H, carries 0.262; number 11, H, carries 0.260; number 12, H, carries 0.252


2.
This record from the Open Molecules 2025 dataset describes a cluster of 2 separate species, C4H12 in total. The level of theory is ωB97M-V with the def2-TZVPD basis set.

ORCA input file:
```
! RIJCOSX wB97M-V def2-TZVPD def2/J DEFGRID3
* xyz 0 1
C 2.43 -1.01 1.17
C 2.43 -0.80 -0.34
H 3.43 -1.31 1.50
H 2.11 -0.15 1.74
H 1.80 -1.84 1.47
H 3.09 0.02 -0.61
H 1.43 -0.59 -0.73
H 2.68 -1.70 -0.89
C -2.10 0.39 -0.89
C -2.75 1.40 0.06
H -2.85 -0.17 -1.44
H -1.49 0.85 -1.67
H -1.44 -0.32 -0.38
H -2.03 2.18 0.32
H -2.99 0.93 1.00
H -3.61 1.87 -0.42
*
```

Calculated values
relative energy (zero: lowest compared OMol25 entry of this formula, charge and spin)	2.9	kcal per mole
electronic energy	-159.580421	Ha
orbital gap	12.8	eV
SMILES	CC.CC
E_HOMO	-11.737	eV

What are the natural (NBO) partial charges on each atom? They are as follows, in elementary charge units: number 1, C, carries -0.606; number 2, C, carries -0.607; number 3, H, carries 0.201; number 4, H, carries 0.203; number 5, H, carries 0.201; number 6, H, carries 0.204; number 7, H, carries 0.201; number 8, H, carries 0.204; number 9, C, carries -0.608; number 10, C, carries -0.609; number 11, H, carries 0.201; number 12, H, carries 0.202; number 13, H, carries 0.202; number 14, H, carries 0.201; number 15, H, carries 0.205; number 16, H, carries 0.205


3.
This record from the Open Molecules 2025 dataset describes a structure of composition C3H8N2OS2 in a non-equilibrium geometry. The level of theory is ωB97M-V with the def2-TZVPD basis set.

ORCA input file:
```
! RIJCOSX wB97M-V def2-TZVPD def2/J DEFGRID3
* xyz 0 1
C 1.76 -0.19 -0.25
C 0.50 0.48 0.36
C -0.80 -0.17 -0.04
H 1.31 -2.42 -0.84
H 1.43 -1.91 1.12
H 1.82 0.11 -1.41
H 2.72 0.08 0.43
H 0.48 0.60 1.36
H -0.49 2.22 -1.31
H -1.77 1.77 0.08
H -2.84 -0.93 1.04
N 1.81 -1.64 -0.05
N -1.89 0.91 -0.33
O -1.13 -1.38 -0.18
S 0.58 2.32 0.01
S -3.49 0.14 0.00
*
```

Calculated values
relative energy (zero: lowest compared OMol25 entry of this formula, charge and spin)	140.5	kcal per mole
electronic energy	-1100.031379	Ha
orbital gap	8.9	eV
E_HOMO	-8.888	eV

What are the natural (NBO) partial charges on each atom? They are as follows, in elementary charge units: number 1, C, carries -0.231; number 2, C, carries -0.441; number 3, C, carries 0.695; number 4, H, carries 0.401; number 5, H, carries 0.363; number 6, H, carries 0.227; number 7, H, carries 0.217; number 8, H, carries 0.242; number 9, H, carries 0.194; number 10, H, carries 0.391; number 11, H, carries 0.156; number 12, N, carries -0.880; number 13, N, carries -0.793; number 14, O, carries -0.556; number 15, S, carries -0.100; number 16, S, carries 0.113


4.
This record from the Open Molecules 2025 dataset describes a cluster of 2 separate species, C10H23NO8S in total in a non-equilibrium geometry. The level of theory is ωB97M-V with the def2-TZVPD basis set.

ORCA input file:
```
! RIJCOSX wB97M-V def2-TZVPD def2/J DEFGRID3
* xyz 0 1
N 1.02 -3.56 -0.62
C 0.79 -2.04 -0.75
C -0.15 -1.80 -2.08
C -1.64 -1.19 -1.78
C -1.71 -0.01 -0.65
C -0.51 1.10 -0.73
O -0.98 2.37 -0.07
C 2.26 -1.33 -1.09
O 3.05 -1.02 0.11
C 4.50 -1.09 -0.21
C 5.15 0.30 -0.78
O 4.20 1.21 -1.43
O 4.07 0.88 -2.70
H 1.64 -3.89 -1.40
H 1.51 -3.72 0.30
H 0.33 -1.69 0.26
H 0.48 -1.18 -2.88
H -0.30 -2.87 -2.58
H -2.01 -0.71 -2.81
H -2.44 -2.05 -1.56
H -2.73 0.59 -0.81
H -1.79 -0.55 0.40
H -0.10 1.31 -1.82
H 0.37 0.70 -0.02
H -0.51 2.44 0.83
H 2.83 -1.97 -1.90
H 2.01 -0.28 -1.60
H 4.79 -1.97 -0.93
H 5.04 -1.32 0.83
H 5.66 0.89 0.11
H 5.99 0.01 -1.54
H 4.61 1.54 -3.27
O -4.65 -0.38 3.99
S -4.65 0.47 2.82
O -5.11 0.04 1.52
O -3.15 1.10 2.65
C -3.23 2.53 2.69
C -4.45 2.85 3.55
O -5.42 1.86 3.20
H -3.36 2.89 1.67
H -2.31 2.95 3.11
H -4.84 3.85 3.36
H -4.23 2.74 4.61
*
```

Calculated values
electronic energy	-1449.372936	Ha
orbital gap	9.4	eV
SMILES	N[C@H](CCCCO)COCCOO.O=S1(=O)OCCO1
E_HOMO	-8.897	eV

What are the natural (NBO) partial charges on each atom? They are as follows, in elementary charge units: number 1, N, carries -0.856; number 2, C, carries -0.076; number 3, C, carries -0.437; number 4, C, carries -0.414; number 5, C, carries -0.448; number 6, C, carries -0.086; number 7, O, carries -0.755; number 8, C, carries -0.097; number 9, O, carries -0.556; number 10, C, carries -0.103; number 11, C, carries -0.130; number 12, O, carries -0.271; number 13, O, carries -0.444; number 14, H, carries 0.351; number 15, H, carries 0.362; number 16, H, carries 0.218; number 17, H, carries 0.210; number 18, H, carries 0.230; number 19, H, carries 0.205; number 20, H, carries 0.228; number 21, H, carries 0.231; number 22, H, carries 0.213; number 23, H, carries 0.196; number 24, H, carries 0.179; number 25, H, carries 0.469; number 26, H, carries 0.179; number 27, H, carries 0.187; number 28, H, carries 0.179; number 29, H, carries 0.198; number 30, H, carries 0.199; number 31, H, carries 0.186; number 32, H, carries 0.452; number 33, O, carries -0.879; number 34, S, carries 2.491; number 35, O, carries -0.873; number 36, O, carries -0.676; number 37, C, carries -0.104; number 38, C, carries -0.104; number 39, O, carries -0.673; number 40, H, carries 0.206; number 41, H, carries 0.206; number 42, H, carries 0.214; number 43, H, carries 0.190


5.
This record from the Open Molecules 2025 dataset describes an isolated molecule of C3H6N4O in a non-equilibrium geometry. The level of theory is ωB97M-V with the def2-TZVPD basis set.

ORCA input file:
```
! RIJCOSX wB97M-V def2-TZVPD def2/J DEFGRID3
* xyz 0 1
H 2.25 0.99 -0.04
N 2.18 -0.01 -0.22
C 1.03 -0.39 0.07
C 0.49 -1.80 0.00
O -0.87 -1.63 0.04
C -1.21 -0.31 0.05
N -2.39 0.06 -0.20
H -2.57 1.10 -0.11
N -0.03 0.44 0.33
N 0.12 1.79 0.03
H 0.75 -2.12 1.04
H 0.76 -2.49 -0.79
H -0.11 2.07 -0.94
H -0.42 2.30 0.76
*
```

Calculated values
relative energy (zero: lowest compared OMol25 entry of this formula, charge and spin)	49.2	kcal per mole
electronic energy	-412.130522	Ha
orbital gap	10.2	eV
SMILES	[H]/N=C1/CO/C(=N/[H])N1N
E_HOMO	-9.671	eV

What are the natural (NBO) partial charges on each atom? They are as follows, in elementary charge units: number 1, H, carries 0.355; number 2, N, carries -0.660; number 3, C, carries 0.403; number 4, C, carries -0.125; number 5, O, carries -0.470; number 6, C, carries 0.669; number 7, N, carries -0.716; number 8, H, carries 0.352; number 9, N, carries -0.328; number 10, N, carries -0.659; number 11, H, carries 0.201; number 12, H, carries 0.226; number 13, H, carries 0.373; number 14, H, carries 0.379


6.
This record from the Open Molecules 2025 dataset describes a cluster of 3 separate species, C11H26O7P in total in a non-equilibrium geometry. The level of theory is ωB97M-V with the def2-TZVPD basis set.

ORCA input file:
```
! RIJCOSX wB97M-V def2-TZVPD def2/J DEFGRID3
* xyz 1 1
C -0.91 1.71 -0.40
C 0.11 2.00 -1.53
C 1.51 1.41 -1.16
P 2.72 2.76 -1.06
O 3.04 3.09 0.44
H -1.28 2.66 -0.06
H -0.47 1.21 0.46
H -1.70 1.06 -0.74
H 0.16 3.07 -1.67
H -0.19 1.60 -2.49
H 1.85 0.69 -1.89
H 1.52 0.93 -0.19
H 3.90 2.51 -1.77
H 2.19 3.94 -1.58
H 2.49 2.53 1.02
C -4.56 -1.97 -4.91
C -3.18 -1.67 -5.46
O -2.27 -1.26 -4.42
C -1.76 -2.25 -3.69
O -1.96 -3.43 -3.83
O -0.97 -1.71 -2.75
C -0.39 -2.66 -1.86
H -4.93 -1.12 -4.33
H -5.25 -2.18 -5.72
H -4.54 -2.83 -4.24
H -3.22 -0.83 -6.15
H -2.77 -2.52 -6.00
H 0.12 -3.45 -2.40
H -1.15 -3.09 -1.21
H 0.34 -2.13 -1.25
C 2.90 1.93 4.24
C 1.38 1.89 4.25
O 0.90 0.59 3.88
C 0.91 -0.33 4.86
O 1.28 -0.13 5.99
O 0.46 -1.47 4.36
C 0.47 -2.57 5.29
H 3.28 1.58 3.28
H 3.25 2.95 4.42
H 3.32 1.29 5.02
H 0.98 2.57 3.50
H 0.98 2.19 5.21
H -0.04 -2.30 6.21
H 1.50 -2.87 5.51
H -0.05 -3.39 4.81
*
```

Calculated values
relative energy (zero: lowest compared OMol25 entry of this formula, charge and spin)	6.7	kcal per mole
electronic energy	-1302.518131	Ha
orbital gap	9.2	eV
E_HOMO	-13.013	eV

What are the natural (NBO) partial charges on each atom? They are as follows, in elementary charge units: number 1, C, carries -0.615; number 2, C, carries -0.403; number 3, C, carries -0.751; number 4, P, carries 1.457; number 5, O, carries -0.925; number 6, H, carries 0.224; number 7, H, carries 0.205; number 8, H, carries 0.245; number 9, H, carries 0.202; number 10, H, carries 0.251; number 11, H, carries 0.288; number 12, H, carries 0.264; number 13, H, carries 0.014; number 14, H, carries 0.002; number 15, H, carries 0.535; number 16, C, carries -0.640; number 17, C, carries -0.073; number 18, O, carries -0.501; number 19, C, carries 0.980; number 20, O, carries -0.626; number 21, O, carries -0.519; number 22, C, carries -0.256; number 23, H, carries 0.211; number 24, H, carries 0.227; number 25, H, carries 0.226; number 26, H, carries 0.193; number 27, H, carries 0.201; number 28, H, carries 0.207; number 29, H, carries 0.199; number 30, H, carries 0.174; number 31, C, carries -0.638; number 32, C, carries -0.072; number 33, O, carries -0.516; number 34, C, carries 0.980; number 35, O, carries -0.627; number 36, O, carries -0.496; number 37, C, carries -0.259; number 38, H, carries 0.180; number 39, H, carries 0.226; number 40, H, carries 0.244; number 41, H, carries 0.167; number 42, H, carries 0.215; number 43, H, carries 0.205; number 44, H, carries 0.194; number 45, H, carries 0.201


7.
This record from the Open Molecules 2025 dataset describes an isolated molecule of C6H11N in a non-equilibrium geometry. The level of theory is ωB97M-V with the def2-TZVPD basis set.

ORCA input file:
```
! RIJCOSX wB97M-V def2-TZVPD def2/J DEFGRID3
* xyz 0 1
C -2.57 0.20 0.19
C -1.27 -0.51 -0.18
C 0.01 0.06 0.37
C 0.04 1.52 0.17
N 0.08 2.67 0.01
C 1.18 -0.61 -0.36
C 2.53 -0.15 0.16
H -3.44 -0.40 0.50
H -2.45 0.27 -0.91
H -2.54 1.19 0.65
H -1.37 -1.58 -0.06
H -1.13 -0.39 -1.38
H 0.08 -0.12 1.45
H 1.06 -1.69 -0.23
H 1.08 -0.41 -1.43
H 2.63 -0.37 1.23
H 3.34 -0.67 -0.37
H 2.66 0.92 0.01
*
```

Calculated values
relative energy (zero: lowest compared OMol25 entry of this formula, charge and spin)	44.6	kcal per mole
electronic energy	-289.900656	Ha
orbital gap	11.1	eV
SMILES	CCC(C#N)CC
E_HOMO	-10.168	eV

What are the natural (NBO) partial charges on each atom? They are as follows, in elementary charge units: number 1, C, carries -0.697; number 2, C, carries -0.349; number 3, C, carries -0.336; number 4, C, carries 0.292; number 5, N, carries -0.331; number 6, C, carries -0.373; number 7, C, carries -0.612; number 8, H, carries 0.222; number 9, H, carries 0.268; number 10, H, carries 0.229; number 11, H, carries 0.227; number 12, H, carries 0.161; number 13, H, carries 0.243; number 14, H, carries 0.208; number 15, H, carries 0.209; number 16, H, carries 0.204; number 17, H, carries 0.217; number 18, H, carries 0.219


8.
This record from the Open Molecules 2025 dataset describes a structure of composition CHClO2S in a non-equilibrium geometry. The level of theory is ωB97M-V with the def2-TZVPD basis set.

ORCA input file:
```
! RIJCOSX wB97M-V def2-TZVPD def2/J DEFGRID3
* xyz 0 1
C 0.70 -0.32 0.09
O 0.81 -0.59 1.23
O -1.69 -1.01 -0.01
S -0.89 -0.28 -0.89
Cl -0.53 2.18 0.10
H 1.60 0.01 -0.52
*
```

Calculated values
relative energy (zero: lowest compared OMol25 entry of this formula, charge and spin)	41.5	kcal per mole
electronic energy	-1047.467299	Ha
orbital gap (alpha / beta)	7.7 / 7.7	eV
E_HOMO (alpha / beta)	-10.624 / -10.624	eV

What are the natural (NBO) partial charges on each atom? They are as follows, in elementary charge units: number 1, C, carries 0.220; number 2, O, carries -0.435; number 3, O, carries -0.773; number 4, S, carries 1.292; number 5, Cl, carries -0.446; number 6, H, carries 0.143